Entry from OMol25: the molecule C18H22N2O4S in a non-equilibrium geometry (ωB97M-V/def2-TZVPD).

Geometry as XYZ:
```
47
Properties=species:S:1:pos:R:3:forces:R:3:mulliken_charge:R:1
C -0.1724 -3.1063 0.2215 0.4402 0.0868 -0.0079 -0.9579
C 1.2382 -2.9945 0.7975 -0.2410 -0.1366 0.1350 -0.5280
O 2.0545 -2.0650 0.1192 0.0972 0.1244 -0.0980 -0.1103
C 2.5454 -2.5005 -1.1352 -0.0099 0.0242 -0.3531 -0.7247
C 3.1777 -1.3182 -1.8649 0.1078 -0.2275 0.4095 -0.1295
C 4.4735 -0.8228 -1.2138 -0.1324 -0.0577 -0.7148 -0.9568
N 4.3439 -0.3756 0.1506 -0.1272 0.9800 0.4647 -0.2905
S 3.7834 1.1692 0.4299 0.2444 -0.2823 0.3208 1.3913
O 4.1653 1.4998 1.7714 -0.3069 -0.2353 0.0512 -0.7305
O 4.2425 1.9953 -0.6486 -0.2733 -0.1941 -0.2518 -0.6954
C 1.9960 1.0589 0.3943 0.6998 0.1940 -0.0374 0.0277
C 1.3542 0.5662 1.5136 -0.1300 0.0437 0.0975 -0.9041
C -0.0156 0.4053 1.4944 0.0332 0.0243 -0.1073 -0.4978
C -0.7455 0.7278 0.3469 0.3839 0.0657 -0.1543 0.4476
N -2.1217 0.5068 0.3772 -0.1375 -0.1544 0.3842 -0.1000
C -3.0478 0.6846 -0.6174 0.0312 -0.0779 0.1183 0.6087
O -2.7928 1.1110 -1.7227 0.0119 0.1024 -0.0872 -0.6400
C -4.4337 0.3114 -0.2081 -0.3469 -0.0708 -0.0546 0.3593
C -4.7090 -0.7484 0.6519 0.0750 0.1158 -0.0684 -0.2176
C -6.0187 -1.0561 0.9742 -0.0802 -0.0558 0.0807 -0.7529
C -7.0608 -0.3099 0.4485 -0.0126 -0.0532 0.0193 -0.3600
C -6.7937 0.7357 -0.4202 -0.0154 0.0161 -0.0089 -0.5453
C -5.4874 1.0389 -0.7544 0.1734 -0.0033 0.0071 -0.4641
C -0.0875 1.2462 -0.7679 -0.1149 0.0074 -0.1195 -0.5383
C 1.2854 1.4132 -0.7343 0.0863 0.0439 0.1065 -0.7214
H -0.5962 -2.1122 0.1020 -0.0894 0.0927 0.0037 0.1309
H -0.1688 -3.6002 -0.7468 -0.0705 -0.0485 -0.0834 0.3461
H -0.7951 -3.6852 0.8980 -0.1042 -0.0892 0.0584 0.4197
H 1.1861 -2.6159 1.8220 0.0007 -0.1408 -0.0330 0.3267
H 1.7202 -3.9831 0.8121 -0.0026 0.0886 0.0710 0.3554
H 3.2848 -3.3038 -0.9848 -0.0708 0.0124 -0.0349 0.3435
H 1.7260 -2.8997 -1.7466 0.0729 -0.0237 0.0652 0.3888
H 2.4497 -0.5078 -1.8934 -0.0257 -0.0522 -0.1487 -0.0532
H 3.3999 -1.6228 -2.8888 -0.0306 0.0132 -0.0508 0.4821
H 4.8569 0.0361 -1.7680 0.1142 -0.2405 -0.1048 0.3891
H 5.2241 -1.6203 -1.2345 -0.0085 0.1096 -0.0082 0.3805
H 3.8723 -1.0378 0.7488 -0.0990 -0.0594 0.2068 0.3855
H 1.9399 0.3286 2.3869 -0.0161 -0.0580 0.1865 0.4695
H -0.5298 0.0217 2.3649 -0.0402 -0.0404 0.1016 0.3731
H -2.4764 0.1910 1.2697 -0.0210 0.1128 -0.2112 0.2096
H -3.9102 -1.3623 1.0455 0.0678 -0.0408 0.0267 0.3983
H -6.2273 -1.8842 1.6353 -0.0151 -0.0650 0.0391 0.3881
H -8.0806 -0.5515 0.7082 -0.0821 -0.0201 0.0204 0.3848
H -7.6048 1.3111 -0.8402 -0.0605 0.0564 -0.0309 0.3812
H -5.2595 1.8426 -1.4380 0.0190 0.0558 -0.0707 0.4175
H -0.6544 1.5095 -1.6452 0.0145 0.0203 0.0062 0.5323
H 1.8170 1.8299 -1.5760 -0.0088 0.0370 -0.1405 0.5809
```
Forces are in eV/Å.

Orbital gap = 9.08 eV
E_LUMO = 0.25 eV
E = -1507.7707 hartree
SMILES = CCOCCCNS(=O)(=O)c1ccc(NC(=O)c2ccccc2)cc1


Entry from OMol25: the molecule C18H22N2O4S (ωB97M-V/def2-TZVPD).

Geometry as XYZ:
```
47
Properties=species:S:1:pos:R:3:forces:R:3:mulliken_charge:R:1
C 2.2024 -1.6849 -1.4678 -0.0539 -0.0146 0.1790 -1.0050
C 2.0691 -1.1594 -0.0359 0.0880 -0.0263 -0.1616 0.0758
C 2.6853 0.2039 0.1253 -0.1687 0.0008 0.1176 0.4899
C 4.0071 0.3154 0.5357 0.0097 0.0921 -0.0318 -0.6328
C 4.6068 1.5486 0.7171 0.0835 -0.0210 0.0305 -0.6709
C 3.8797 2.7043 0.4926 -0.0100 -0.0077 -0.0148 -0.6560
C 2.5665 2.6208 0.0691 -0.0305 0.0502 -0.0525 -0.4971
C 1.9718 1.3800 -0.1244 0.3520 0.1064 0.1994 0.4876
N 0.6403 1.2995 -0.5818 0.2152 -0.3099 -0.2874 0.3434
C -0.3763 2.1085 -0.2154 -0.3949 -0.2407 -0.1173 0.5312
O -0.2947 3.0457 0.5483 -0.0724 0.2029 0.0809 -0.6535
C -1.7129 1.7304 -0.8725 -0.0323 0.5978 0.0361 -0.9120
N -1.8470 0.3196 -1.1389 0.0091 0.0841 -0.9512 -0.1370
C -1.7602 -0.6054 -0.0895 -0.0693 -0.8324 0.3298 0.5606
C -1.6886 -1.9720 -0.3437 0.0123 -0.0359 -0.0141 -0.9707
C -1.6078 -2.8642 0.7143 -0.0481 0.1210 0.1167 -0.9126
C -1.5927 -2.4274 2.0205 0.0288 0.1209 0.1309 -0.7493
C -1.6513 -1.0580 2.2847 0.0132 -0.1978 -0.1077 0.5466
O -1.6073 -0.6988 3.5918 -0.0122 -0.3534 -0.2099 -0.4625
C -1.6094 0.6713 3.9241 0.0119 0.2808 0.0680 -0.7704
C -1.7440 -0.1562 1.2323 -0.0319 0.2574 0.1024 0.2137
S -1.7977 -0.1568 -2.7483 -0.5444 -0.1673 -0.2286 1.3928
C -3.3955 -0.9653 -2.9944 0.7167 0.3608 0.1671 -1.0477
O -0.7289 -1.0880 -2.9589 -0.1058 -0.2216 0.2022 -0.6201
O -1.7816 1.0384 -3.5346 -0.2188 0.2045 0.0238 -0.7679
H 3.2409 -1.6403 -1.7889 0.0810 -0.0142 -0.0562 0.3705
H 1.5985 -1.1130 -2.1680 0.0107 0.0449 -0.1037 0.2288
H 1.8673 -2.7181 -1.5146 -0.0500 -0.1157 -0.0949 0.3156
H 1.0160 -1.1437 0.2541 0.0053 -0.0339 0.0858 -0.5357
H 2.5825 -1.8501 0.6370 -0.0774 0.0468 0.0431 0.5527
H 4.5707 -0.5868 0.7270 0.0383 -0.1104 0.0275 0.3995
H 5.6353 1.6060 1.0407 0.0865 0.0049 0.0348 0.3821
H 4.3345 3.6721 0.6397 0.0288 0.0888 0.0103 0.3956
H 1.9914 3.5141 -0.1104 -0.0366 0.0610 -0.0143 0.4287
H 0.4230 0.5120 -1.1776 -0.0137 0.1144 0.1004 -0.1958
H -2.5340 2.1029 -0.2515 0.1935 -0.0504 0.0031 0.3436
H -1.7629 2.2334 -1.8412 -0.0091 0.1289 0.2700 0.4946
H -1.6375 -2.3411 -1.3520 0.0113 -0.1373 0.0025 0.3681
H -1.5458 -3.9209 0.5040 0.0089 -0.1048 -0.0143 0.3914
H -1.5223 -3.1138 2.8478 0.0171 -0.0919 0.1112 0.4681
H -1.5139 0.7082 5.0080 -0.0127 0.0479 -0.0852 0.2431
H -2.5460 1.1544 3.6285 0.0379 -0.0174 -0.0099 0.3071
H -0.7675 1.2004 3.4677 -0.0309 -0.0234 -0.0058 0.3175
H -1.7863 0.8968 1.4428 -0.0190 0.1637 0.0654 0.3876
H -3.6374 -1.5569 -2.1218 -0.0161 -0.1248 0.1431 0.3993
H -3.3205 -1.5899 -3.8756 0.1083 -0.0701 -0.1398 0.3990
H -4.1190 -0.1756 -3.1454 -0.1094 0.1417 0.0189 0.3623
```
Forces are in eV/Å.

Orbital gap = 9.01 eV
E_LUMO = 0.49 eV
E = -1507.7722 hartree
SMILES = CCc1ccccc1NC(=O)CN(c1cccc(OC)c1)S(C)(=O)=O


Entry from OMol25: the molecule C18H22N2O4S2 (ωB97M-V/def2-TZVPD).

Geometry as XYZ:
```
48
Properties=species:S:1:pos:R:3:forces:R:3:mulliken_charge:R:1
C -0.2073 -2.5193 -5.2266 0.0149 -0.0114 -0.1775 -1.0209
O -0.1307 -2.4694 -3.8181 0.4216 0.1334 0.2627 -0.3159
C 0.7280 -1.5658 -3.2561 0.2317 -0.0567 0.0625 0.2507
C 1.8148 -1.0128 -3.9173 -0.1741 -0.1502 -0.1223 -0.6145
C 2.6987 -0.1834 -3.2463 -0.0065 0.0371 0.0858 -0.7655
C 2.5069 0.0946 -1.9078 0.0891 0.0119 -0.0427 -0.9725
C 1.4037 -0.4204 -1.2478 -0.1764 -0.1227 -0.0248 -0.1889
C 0.4959 -1.2330 -1.9112 0.4325 0.1608 -0.6932 0.4754
N -0.6610 -1.7249 -1.2824 -0.8622 -0.0028 -0.4308 0.3956
C -0.6349 -2.1498 0.0996 0.0719 -0.1847 0.4324 -0.9162
C -0.5833 -1.0063 1.1306 -0.3551 -0.2423 -0.2816 0.4364
O 0.3231 -0.9088 1.9368 0.3720 -0.0185 0.2146 -0.6515
N -1.6224 -0.1650 1.0620 -0.2786 0.1702 -0.0538 0.1058
C -1.6895 1.0180 1.8886 0.2717 0.0501 0.0971 -0.8647
C -0.9015 2.1646 1.2556 0.0120 0.2416 0.5539 -0.4444
S -0.8646 3.6329 2.3242 -0.0421 -0.0036 -0.1718 -0.2074
C 0.3099 3.2441 3.5969 -0.1889 -0.0328 -0.2685 0.7228
C 1.0548 2.0757 3.6601 0.0129 0.0177 -0.0160 -0.2544
C 1.9507 1.8970 4.7019 0.0743 -0.0257 0.0634 -0.6923
C 2.1129 2.8663 5.6748 0.0774 -0.0425 0.0725 -0.4899
C 1.3672 4.0331 5.6070 0.0105 0.0304 0.0277 -0.4878
C 0.4704 4.2222 4.5753 -0.0569 -0.0475 -0.0845 -0.6380
S -2.1372 -1.5682 -2.0378 -0.3798 -0.2238 0.0210 1.4011
C -2.6046 -3.2352 -2.5743 0.3210 0.6376 0.2959 -1.1052
O -3.0967 -1.2172 -1.0164 -0.1335 -0.3502 0.1014 -0.8194
O -2.0247 -0.6708 -3.1423 0.2441 -0.1370 -0.1353 -0.6702
H 0.6960 -2.9581 -5.6628 -0.0689 0.0370 0.0243 0.3418
H -0.3781 -1.5241 -5.6430 0.0086 -0.0109 0.0123 0.4141
H -1.0598 -3.1569 -5.4558 0.0476 0.0188 -0.0415 0.2640
H 1.9911 -1.2405 -4.9563 -0.0149 -0.0520 -0.0971 0.3886
H 3.5421 0.2325 -3.7758 0.0742 0.0309 -0.0466 0.3882
H 3.2020 0.7237 -1.3741 0.0550 0.0546 0.0579 0.4291
H 1.2536 -0.1945 -0.2060 -0.0138 0.0625 0.1458 0.5795
H 0.2380 -2.7889 0.2640 -0.1454 0.1159 -0.0119 0.3909
H -1.5464 -2.7246 0.2749 0.1235 -0.0774 0.1649 0.4548
H -2.3259 -0.3172 0.3446 0.1273 -0.0119 0.1583 0.2807
H -2.7338 1.3063 2.0155 0.0798 -0.0204 0.0304 0.3871
H -1.2637 0.7738 2.8666 -0.1547 0.0835 -0.1032 0.4491
H -1.3769 2.4944 0.3314 0.0621 0.0057 -0.0100 0.4848
H 0.1235 1.8669 1.0372 -0.0216 -0.0774 -0.1029 0.1435
H 0.9582 1.2895 2.9290 -0.0885 -0.0902 -0.1145 0.3206
H 2.5227 0.9820 4.7440 0.0591 -0.0810 0.0206 0.3989
H 2.8140 2.7153 6.4819 0.0528 -0.0131 0.0637 0.3686
H 1.4841 4.7980 6.3606 0.0094 0.0640 0.0586 0.3692
H -0.1160 5.1265 4.5115 -0.0494 0.1348 0.0486 0.3601
H -1.7154 -3.7719 -2.8696 0.0863 -0.0428 -0.0592 0.3245
H -3.2850 -3.1219 -3.4079 -0.1483 0.0949 -0.1203 0.4208
H -3.1030 -3.7082 -1.7389 -0.0839 -0.0636 0.1337 0.3729
```
Forces are in eV/Å.

Orbital gap = 8.35 eV
E_LUMO = 0.45 eV
E = -1905.9490 hartree
SMILES = COc1ccccc1N(CC(=O)NCCSc1ccccc1)S(C)(=O)=O


Entry from OMol25: the molecule C18H22N2OS (ωB97M-V/def2-TZVPD).

Geometry as XYZ:
```
44
Properties=species:S:1:pos:R:3:forces:R:3:mulliken_charge:R:1
C 0.3236 1.3810 4.5017 -0.4340 -0.2862 -0.4180 -0.8974
S -0.8035 0.1925 3.7183 0.0281 0.0788 0.2575 0.0382
C -1.0140 0.8223 2.0845 0.1131 0.0406 0.3207 0.8169
C -0.4699 2.0143 1.6302 -0.0005 -0.0681 0.0691 -0.3760
C -0.6806 2.4137 0.3220 -0.1204 0.0159 -0.1508 -0.9209
C -1.4359 1.6481 -0.5534 -0.1304 0.2011 0.0475 0.8725
C -1.5224 1.9915 -2.0211 0.1178 -0.1227 0.2325 -1.5766
N -0.4237 1.2994 -2.6797 -0.3814 0.2378 -0.4664 0.5502
C 0.7437 2.1099 -2.9214 -0.0043 -0.0537 0.0682 -1.2682
C -0.7142 0.3650 -3.7455 0.2209 -0.0199 -0.0583 -0.8015
C 0.0281 -0.9495 -3.4546 -0.3266 0.2504 -0.0732 0.6458
O 0.6754 -1.5625 -4.2764 0.2166 -0.1395 -0.3149 -0.6959
N -0.1484 -1.3334 -2.1772 -0.1337 -0.1861 0.4226 0.0254
C 0.5815 -2.3994 -1.5317 -0.0102 -0.2452 -0.2456 -1.0457
C 1.1160 -1.9444 -0.2000 -0.0372 0.0502 0.0162 0.5259
C 1.6733 -0.6781 -0.0662 0.0087 -0.0845 -0.0362 0.1738
C 2.1548 -0.2495 1.1571 0.0928 0.0479 0.0461 -0.4894
C 2.0866 -1.0813 2.2616 0.0763 -0.0021 0.0560 -0.4810
C 1.5259 -2.3403 2.1386 0.0571 -0.0458 0.0662 -0.6432
C 1.0409 -2.7674 0.9155 0.0072 0.0009 -0.0582 -0.7426
C -2.0021 0.4680 -0.0764 -0.0840 0.1741 0.0777 -0.8075
C -1.7947 0.0562 1.2228 0.0719 0.0110 0.0753 -0.7662
H -0.1555 2.3523 4.5855 0.0837 0.1055 0.0456 0.3356
H 0.5243 0.9847 5.4922 0.0233 -0.0102 0.0570 0.3807
H 1.2464 1.4423 3.9328 0.1376 0.0776 0.0149 0.2333
H 0.1203 2.6410 2.2793 0.0604 0.0343 0.0907 0.4035
H -0.2500 3.3456 -0.0159 0.0413 0.1151 -0.0674 0.4210
H -2.4790 1.6527 -2.4274 0.0621 0.0441 -0.0165 0.4684
H -1.4535 3.0767 -2.1707 -0.0568 -0.0415 -0.0229 0.4705
H 0.5676 2.9049 -3.6637 0.0101 -0.0127 0.0096 0.3378
H 1.0626 2.5688 -1.9860 0.1151 0.0570 0.0061 0.3005
H 1.5482 1.4716 -3.2841 0.1226 0.0397 0.0008 0.4206
H -0.4081 0.7357 -4.7327 -0.0181 -0.1280 0.0588 0.3805
H -1.7839 0.1434 -3.7822 0.0335 0.0367 0.0081 0.3662
H -0.6237 -0.6837 -1.5649 0.2226 -0.0192 -0.1329 -0.1045
H -0.0698 -3.2717 -1.3950 0.1815 0.0238 -0.0009 0.3371
H 1.3954 -2.6895 -2.2066 -0.1394 -0.0175 0.0734 0.4688
H 1.7295 -0.0271 -0.9259 -0.0325 0.0967 -0.1092 0.2716
H 2.5884 0.7367 1.2445 0.0378 0.0799 0.0130 0.4020
H 2.4692 -0.7539 3.2172 0.0140 0.0459 0.0824 0.4639
H 1.4606 -2.9886 2.9997 -0.0167 -0.0546 0.0779 0.3893
H 0.6020 -3.7507 0.8246 -0.0741 -0.0994 -0.0209 0.3732
H -2.6265 -0.1291 -0.7270 -0.0706 -0.0868 -0.1003 0.3484
H -2.2298 -0.8622 1.5863 -0.0854 -0.1413 -0.0012 0.3948
```
Forces are in eV/Å.

Orbital gap = 8.68 eV
E_LUMO = 0.67 eV
E = -1282.0490 hartree
SMILES = CSc1ccc(CN(C)CC(=O)NCc2ccccc2)cc1


Entry from OMol25: a structure of composition C18H22N3O5Sc in a non-equilibrium geometry (ωB97M-V/def2-TZVPD).

Geometry as XYZ:
```
49
Properties=species:S:1:pos:R:3:forces:R:3:mulliken_charge:R:1
Sc -0.5688 -0.0527 -0.4231 1.1337 0.0463 -0.0491 0.3108
C -0.5791 2.4432 1.9847 0.9007 -0.4867 -0.0693 -0.8117
O 0.1096 1.3570 1.3266 0.9095 -0.6613 -0.1652 0.5558
C 1.4442 1.2064 1.9286 -0.8829 0.9266 -0.0121 -0.7914
C 2.1762 0.1212 1.2225 1.3399 -0.3448 -1.5533 -1.0369
O 1.2176 -0.8653 0.6757 0.7319 0.3904 1.2114 0.0159
C 0.9328 -1.9238 1.6408 1.4651 -1.3417 -0.3819 -0.6109
C -0.4766 -1.7577 2.1611 0.1102 -0.6651 1.1113 -0.8547
O -1.3606 -1.3631 1.1283 0.4972 1.3176 -1.5307 0.0370
C -2.6938 -1.2968 1.5991 -0.0444 -0.9157 1.8628 -0.9534
H -1.3584 1.9871 2.5509 -0.7096 0.0910 0.6408 0.2454
H 0.1743 2.9068 2.6193 -0.5834 0.4262 0.1331 0.3672
H -0.9514 3.1184 1.2418 -0.2128 0.4444 -0.2918 0.1997
H 1.9142 2.2050 1.8547 0.1953 -0.6773 -0.1117 0.6641
H 1.3390 0.9803 2.9780 -0.3483 -0.0811 0.4773 0.5059
H 2.8677 0.5551 0.4429 -1.2440 -0.7614 0.1089 0.2918
H 2.8612 -0.4445 1.8576 -0.1975 0.2831 0.2003 0.5882
H 1.0497 -2.8971 1.0641 -0.3022 1.1674 0.5989 0.2034
H 1.7616 -1.9671 2.4638 -1.8439 0.2275 -1.3108 0.4795
H -0.8736 -2.7137 2.5047 0.3528 -0.1618 0.3265 0.6151
H -0.5583 -1.0510 2.9930 0.1168 0.1188 -0.1171 0.4384
H -2.7258 -0.7162 2.5259 -0.1435 0.3257 -0.2634 0.3484
H -3.4359 -0.9847 0.8946 0.0040 0.3588 -0.7654 0.3985
H -2.8854 -2.3116 1.9007 -0.8062 -0.4777 0.0935 0.3221
O 2.8324 -0.7492 -2.5479 0.4888 0.7119 0.1297 -0.5545
C 1.7330 -0.6824 -2.0805 -0.0061 -0.4827 -0.8988 -0.2071
N 1.0089 0.4217 -1.6707 -0.5631 0.5114 0.0610 0.3162
C 1.3307 1.7971 -1.7867 1.0873 -0.4384 0.5446 -0.4271
O 2.4006 2.3520 -1.9528 -1.3501 -1.0976 -0.0568 -0.5670
C 0.0967 2.6134 -1.5039 -0.9172 1.2307 0.9021 0.6145
C 0.1582 4.0080 -1.4770 1.0170 -0.4430 0.0329 -0.1674
C -1.0335 4.6660 -1.1789 -0.5827 1.0039 -0.3402 -0.5912
C -2.2539 3.9917 -1.2496 -0.8104 1.2371 0.3107 -0.4225
C -2.2058 2.6259 -1.2028 -2.0618 0.3679 0.2543 -0.0648
N -1.0793 1.9945 -1.1297 2.7917 -2.1209 -1.6628 -0.0549
C 0.9670 -2.0098 -2.0239 0.3715 -0.6408 1.1358 0.7794
C 1.6951 -3.1777 -2.2194 1.2869 -0.1933 0.7122 -0.2550
C 1.0668 -4.4012 -2.0002 1.0279 0.6807 -0.6185 -0.4349
C -0.2750 -4.4472 -1.7634 -0.5963 2.3806 0.6802 -0.7620
C -0.9503 -3.2471 -1.4760 1.5509 -0.4185 -1.0766 -0.2997
N -0.2938 -2.0753 -1.5391 -0.3786 1.2980 -0.3924 -0.0076
H 1.1581 4.5246 -1.6336 -1.5373 -0.7135 0.2063 0.4507
H -1.0353 5.7311 -0.9407 0.0636 -0.2037 -0.3885 0.4694
H -3.2701 4.4686 -1.2327 1.4016 -0.1883 0.0336 0.3649
H -3.1417 2.0523 -1.1691 0.4149 0.1259 0.2002 0.3750
H 2.8220 -3.1842 -2.3052 -1.6087 0.4272 -0.4246 0.4142
H 1.7007 -5.2627 -2.0528 -0.1219 -0.6030 -0.0705 0.4661
H -0.8034 -5.3246 -1.6784 -1.0250 -1.9794 0.0916 0.5312
H -2.0084 -3.2210 -1.3216 -0.3812 -0.0016 0.4917 0.5061
```
Forces are in eV/Å.

Charge = +2
Orbital gap = 8.70 eV
E_LUMO = -6.91 eV
E = -1999.8194 hartree


Per-record ΔE to the lowest compared entry with this formula, charge and spin, kJ/mol: 113.6; 109.9; 36.1; 25.7; 68.6